# 1
Here is a 12-piece molecular cluster, H24O12 overall in a non-equilibrium geometry from the OMol25 dataset. Energies are from ωB97M-V/def2-TZVPD.

Atoms and positions in Å:
1 O -1.067 -2.483 1.607
2 H -0.439 -3.134 1.237
3 H -1.854 -2.952 1.917
4 O 0.188 -2.159 -1.398
5 H 0.415 -2.840 -0.715
6 H 0.083 -1.333 -0.948
7 O 1.814 1.758 -2.606
8 H 1.580 1.639 -3.565
9 H 1.136 2.277 -2.181
10 O 0.221 0.463 -0.131
11 H 1.081 0.364 0.298
12 H -0.470 0.198 0.520
13 O 0.980 3.558 -0.335
14 H 1.015 3.762 0.580
15 H 0.258 2.978 -0.363
16 O -1.454 0.657 -2.455
17 H -0.777 0.358 -1.849
18 H -1.122 0.299 -3.305
19 O 1.204 -1.448 2.719
20 H 0.359 -1.605 2.308
21 H 1.127 -0.659 3.207
22 O 2.517 -1.267 -2.188
23 H 2.254 -0.406 -2.499
24 H 1.771 -1.603 -1.669
25 O -1.316 0.953 2.275
26 H -2.222 0.942 2.593
27 H -0.716 0.720 2.971
28 O -2.776 -1.685 -0.258
29 H -3.304 -1.029 0.211
30 H -2.152 -2.091 0.315
31 O -2.094 2.710 -0.083
32 H -2.617 2.085 -0.577
33 H -1.765 2.171 0.653
34 O 2.609 -0.316 0.886
35 H 3.445 -0.063 1.273
36 H 2.103 -0.818 1.569

Computed properties:
E_HOMO: -9.61 eV
Frontier orbital gap: 8.774 eV
Total charge: 0
2S+1: 1
Energy relative to the best compared isomer or geometry (same formula, charge and spin): 237.2 kJ/mol

---

# 2
Here is a 2-piece molecular cluster, C3H8INO overall in a non-equilibrium geometry from the OMol25 dataset. Energies are from ωB97M-V/def2-TZVPD.

Atoms and positions in Å:
1 C -0.909 1.225 0.556
2 C 1.285 -1.089 1.035
3 C 0.288 0.765 -0.222
4 N -1.068 -0.772 -1.370
5 O 0.016 0.131 -1.441
6 I 1.910 2.098 -0.384
7 H -0.497 1.902 1.345
8 H -1.378 0.226 0.853
9 H -1.691 1.729 -0.126
10 H 1.318 -1.853 0.265
11 H 2.254 -0.894 1.332
12 H 0.600 -1.185 1.839
13 H -1.383 -0.583 -2.338
14 H -0.744 -1.701 -1.345

Computed properties:
E_HOMO (alpha / beta): -7.76 / -7.88 eV
Frontier orbital gap (alpha / beta): 8.150 / 8.267 eV
Total charge: 0
2S+1: 1
Energy relative to the best compared isomer or geometry (same formula, charge and spin): 491.8 kJ/mol

---

# 3
Here is a single C5H9I molecule in a non-equilibrium geometry from the OMol25 dataset. Energies are from ωB97M-V/def2-TZVPD.

Atoms and positions in Å:
1 C 1.292 -0.254 -2.023
2 C 0.044 -0.531 -1.241
3 C 0.140 0.103 0.159
4 C -0.862 0.138 1.087
5 C -0.748 0.650 2.413
6 I -2.839 -0.640 0.624
7 H 1.650 0.783 -1.834
8 H 2.266 -0.832 -1.716
9 H 1.314 -0.586 -3.102
10 H -0.690 0.013 -1.832
11 H -0.259 -1.683 -1.147
12 H 1.137 0.511 0.255
13 H -1.613 1.499 2.647
14 H -1.011 -0.189 3.014
15 H 0.179 1.017 2.697

Computed properties:
E_HOMO: -8.89 eV
Frontier orbital gap: 9.406 eV
Total charge: 0
2S+1: 1
Energy relative to the best compared isomer or geometry (same formula, charge and spin): 125.3 kJ/mol

---

# 4
Here is a 2-piece molecular cluster, C2H10N6O2 overall in a non-equilibrium geometry from the OMol25 dataset. Energies are from ωB97M-V/def2-TZVPD.

Atoms and positions in Å:
1 C 1.206 0.608 0.738
2 C -2.113 -0.253 -0.376
3 N 2.402 0.473 0.021
4 N -2.840 -1.131 0.585
5 N -3.280 0.496 -0.975
6 N -3.962 -0.724 0.629
7 N 0.089 0.621 -0.166
8 N -1.196 0.622 0.320
9 O 2.773 -1.358 -0.317
10 O -4.322 0.278 -0.191
11 H 1.160 -0.174 1.688
12 H 1.202 1.557 1.225
13 H -1.544 -0.783 -1.191
14 H 3.202 0.847 0.524
15 H 3.614 -1.834 -0.123
16 H -3.400 0.468 -1.971
17 H -4.568 -1.000 1.406
18 H 0.064 0.347 -1.169
19 H 2.724 -1.459 -1.284
20 H -1.589 1.476 0.823

Computed properties:
E_HOMO (alpha / beta): -16.20 / -16.20 eV
Frontier orbital gap (alpha / beta): 6.220 / 6.213 eV
Total charge: +2
2S+1: 1
Energy relative to the best compared isomer or geometry (same formula, charge and spin): 589.1 kJ/mol

---

# 5
Here is CH2N4 as an isolated structure in a non-equilibrium geometry from the OMol25 dataset. Energies are from ωB97M-V/def2-TZVPD.

Atoms and positions in Å:
1 C 0.054 1.328 -1.075
2 N 0.584 2.059 -1.820
3 N 0.188 -1.311 1.065
4 N 0.035 -0.123 1.208
5 N -0.624 0.405 -0.463
6 H 0.502 -1.816 1.795
7 H -0.740 -0.541 -0.710

Computed properties:
E_HOMO: -9.75 eV
Frontier orbital gap: 9.172 eV
Total charge: 0
2S+1: 1
Energy relative to the best compared isomer or geometry (same formula, charge and spin): 420.9 kJ/mol

---

# 6
Here is C14H24FMnO8 as an isolated structure in a non-equilibrium geometry from the OMol25 dataset. Energies are from ωB97M-V/def2-TZVPD.

Atoms and positions in Å:
1 Mn -0.765 0.069 -1.680
2 F 0.091 -0.788 -3.308
3 C -1.819 0.554 1.435
4 O -1.338 0.792 0.190
5 H -2.036 -0.525 1.632
6 H -1.107 0.858 2.244
7 H -2.770 1.092 1.619
8 C -3.430 1.224 -2.704
9 O -2.666 0.111 -2.607
10 H -4.457 1.090 -2.288
11 H -3.025 2.105 -2.143
12 H -3.514 1.563 -3.762
13 O 1.418 0.046 -0.735
14 C 1.951 0.132 0.322
15 O 3.291 0.324 0.468
16 C 3.616 0.392 1.866
17 C 2.484 -0.347 2.575
18 C 1.311 0.060 1.693
19 H 3.678 1.444 2.174
20 H 4.602 -0.045 2.003
21 H 2.335 -0.101 3.623
22 H 2.706 -1.413 2.465
23 H 1.090 1.116 1.905
24 H 0.393 -0.513 1.685
25 O -0.636 -2.017 -0.890
26 C -1.001 -3.038 -0.407
27 O -0.495 -4.247 -0.782
28 C -1.331 -5.287 -0.306
29 C -2.631 -4.625 0.131
30 C -2.124 -3.258 0.580
31 H -0.855 -5.743 0.582
32 H -1.469 -6.133 -0.976
33 H -3.231 -5.202 0.831
34 H -3.271 -4.501 -0.752
35 H -1.733 -3.339 1.600
36 H -2.835 -2.442 0.525
37 O -0.025 2.071 -2.241
38 C 0.781 2.740 -1.684
39 O 2.021 2.986 -2.167
40 C 2.885 3.513 -1.145
41 C 2.004 3.835 0.070
42 C 0.604 3.371 -0.344
43 H 3.418 4.360 -1.566
44 H 3.581 2.709 -0.898
45 H 1.997 4.893 0.331
46 H 2.305 3.286 0.961
47 H -0.130 4.172 -0.458
48 H 0.132 2.655 0.334

Computed properties:
E_HOMO (alpha / beta): -2.51 / -3.00 eV
Frontier orbital gap (alpha / beta): 5.000 / 5.496 eV
Total charge: -1
<S²>: 8.754
2S+1: 6
Energy relative to the best compared isomer or geometry (same formula, charge and spin): 3.3 kJ/mol

---

# 7
Here is a single C25H26N2O6 molecule in a non-equilibrium geometry from the OMol25 dataset. Energies are from ωB97M-V/def2-TZVPD.

Atoms and positions in Å:
1 C 4.252 -3.399 -2.369
2 O 4.118 -2.143 -1.742
3 C 3.168 -1.984 -0.805
4 C 2.319 -2.979 -0.353
5 C 1.314 -2.746 0.584
6 C 0.436 -3.908 0.925
7 C -0.549 -4.032 -0.250
8 O -0.235 -4.579 -1.287
9 N -1.739 -3.462 -0.025
10 C -2.718 -3.311 -1.079
11 C -3.379 -1.931 -1.022
12 C -2.391 -0.819 -0.785
13 C -1.264 -0.659 -1.585
14 C -0.363 0.356 -1.340
15 C -0.569 1.249 -0.288
16 O 0.392 2.205 -0.113
17 C 0.315 3.019 1.042
18 C -0.811 4.024 1.019
19 C -1.343 4.498 2.212
20 C -2.362 5.433 2.197
21 C -2.863 5.896 0.992
22 C -2.337 5.425 -0.198
23 C -1.312 4.496 -0.185
24 C -1.697 1.105 0.508
25 C -2.587 0.075 0.257
26 C 1.187 -1.447 1.086
27 N 0.180 -1.048 2.001
28 O -0.811 -1.751 2.146
29 O 0.331 0.003 2.599
30 C 2.084 -0.443 0.688
31 C 3.054 -0.676 -0.256
32 O 3.920 0.244 -0.735
33 C 3.775 1.579 -0.300
34 H 3.322 -3.704 -2.857
35 H 4.559 -4.170 -1.655
36 H 5.032 -3.270 -3.117
37 H 2.392 -3.975 -0.756
38 H -0.095 -3.778 1.863
39 H 1.034 -4.820 0.954
40 H -1.879 -2.937 0.828
41 H -2.193 -3.466 -2.026
42 H -3.486 -4.089 -0.990
43 H -4.117 -1.920 -0.217
44 H -3.910 -1.764 -1.963
45 H -1.082 -1.339 -2.403
46 H 0.516 0.474 -1.955
47 H 0.251 2.393 1.942
48 H 1.273 3.554 1.061
49 H -0.958 4.128 3.152
50 H -2.770 5.796 3.129
51 H -3.663 6.622 0.982
52 H -2.725 5.782 -1.141
53 H -0.900 4.126 -1.113
54 H -1.892 1.778 1.326
55 H -3.452 -0.028 0.896
56 H 1.960 0.533 1.126
57 H 3.980 1.672 0.771
58 H 2.773 1.959 -0.518
59 H 4.515 2.149 -0.859

Computed properties:
E_HOMO: -8.38 eV
Frontier orbital gap: 7.999 eV
Total charge: 0
2S+1: 1
Energy relative to the best compared isomer or geometry (same formula, charge and spin): 459.1 kJ/mol

---

# 8
Here is C17H13ClN13O5SV as an isolated structure from the OMol25 dataset. Energies are from ωB97M-V/def2-TZVPD.

Atoms and positions in Å:
1 V 0.092 -0.903 0.617
2 O -0.783 3.141 -3.223
3 C -1.780 3.585 -2.441
4 C -2.705 4.469 -3.003
5 C -3.755 4.960 -2.250
6 C -3.903 4.584 -0.918
7 C -2.980 3.718 -0.357
8 C -1.913 3.209 -1.092
9 C -0.964 2.277 -0.386
10 O -1.053 2.094 0.824
11 N -0.032 1.743 -1.219
12 N 0.729 0.779 -0.683
13 C 1.894 0.616 -1.201
14 C 2.773 -0.397 -0.655
15 C 4.088 -0.563 -1.081
16 C 4.882 -1.502 -0.452
17 C 4.359 -2.248 0.594
18 C 3.037 -2.037 0.951
19 N 2.269 -1.151 0.331
20 H -0.249 2.512 -2.647
21 H -2.577 4.745 -4.043
22 H -4.468 5.637 -2.708
23 H -4.731 4.957 -0.329
24 H -3.058 3.397 0.674
25 H 2.241 1.273 -1.993
26 H 4.465 0.044 -1.893
27 H 5.907 -1.651 -0.771
28 H 4.950 -2.983 1.120
29 H 2.568 -2.590 1.755
30 N 0.821 -4.308 0.041
31 C 0.625 -3.531 -1.090
32 N 0.812 -3.982 -2.317
33 N 0.578 -2.908 -3.099
34 N 0.270 -1.882 -2.381
35 N 0.290 -2.245 -1.079
36 C 0.251 -3.986 1.264
37 N 0.034 -4.878 2.212
38 N -0.461 -4.152 3.237
39 N -0.532 -2.908 2.917
40 N -0.077 -2.756 1.653
41 H 0.862 -5.297 -0.142
42 Cl -1.683 0.985 5.221
43 C -1.164 0.387 3.618
44 C 0.345 0.226 3.480
45 O 1.121 0.394 4.397
46 O 0.684 -0.070 2.263
47 H -1.514 1.084 2.860
48 H -1.621 -0.587 3.461
49 O -4.225 -0.184 0.191
50 S -2.967 -0.429 -0.516
51 N -1.752 -0.688 0.285

Computed properties:
E_HOMO (alpha / beta): -3.11 / -3.20 eV
Frontier orbital gap (alpha / beta): 7.343 / 7.292 eV
Total charge: -2
<S²>: 2.025
2S+1: 3
Energy relative to the best compared isomer or geometry (same formula, charge and spin): 34.6 kJ/mol

---

Q: Among the records above, which one has the highest energy relative to the best compared isomer or geometry (same formula, charge and spin)?
A: C2H10N6O2

---

Q: Which value of 2S+1 does entry 7 give?
A: 1